# 1
A 3-piece molecular cluster, C24H53N3O4 overall. Source: the Open Molecules 2025 dataset; level of theory: ωB97M-V with the def2-TZVPD basis set.

Geometry as XYZ:
```
84
Properties=species:S:1:pos:R:3
C -0.75 -4.29 4.82
C -1.25 -2.93 5.27
C -1.07 -2.81 6.80
C -0.42 -1.86 4.55
C -1.15 -0.42 4.69
C -2.66 -0.45 4.26
C -3.53 -1.54 4.86
C -3.94 -1.25 6.27
C -4.79 -1.57 3.99
N -2.70 -2.81 4.87
O -3.44 -3.85 5.16
H 0.29 -4.40 5.13
H -1.32 -5.14 5.20
H -0.79 -4.47 3.74
H -0.97 -1.75 7.03
H -1.86 -3.17 7.46
H -0.08 -3.25 6.93
H 0.60 -1.82 4.94
H -0.33 -2.16 3.50
H -1.03 -0.03 5.70
H -0.64 0.29 4.06
H -2.83 -0.49 3.18
H -3.04 0.56 4.44
H -4.56 -0.35 6.31
H -3.08 -0.97 6.87
H -4.58 -1.98 6.77
H -4.52 -1.76 2.95
H -5.31 -0.62 4.03
H -5.52 -2.29 4.38
H -3.61 -4.36 4.37
C 1.93 -0.06 0.23
C 0.56 0.26 -0.43
C 0.17 -0.78 -1.43
C -0.52 0.34 0.70
C -0.78 1.70 1.38
C -0.75 2.81 0.31
C 0.58 2.80 -0.57
C 0.38 3.87 -1.69
C 1.72 3.28 0.35
N 0.73 1.54 -1.21
O 1.82 1.52 -2.03
H 2.71 -0.18 -0.52
H 2.17 0.79 0.87
H 1.88 -0.85 0.98
H -0.25 -1.61 -0.86
H -0.64 -0.50 -2.10
H 1.00 -1.22 -1.98
H -1.42 0.01 0.19
H -0.31 -0.38 1.50
H -1.77 1.84 1.83
H -0.11 1.70 2.23
H -0.79 3.71 0.94
H -1.63 2.87 -0.34
H 0.26 4.89 -1.30
H -0.53 3.78 -2.28
H 1.10 3.93 -2.51
H 1.65 4.36 0.48
H 2.64 3.36 -0.23
H 1.99 2.68 1.22
H 1.56 1.81 -2.90
C 5.44 0.51 -3.84
O 5.30 1.61 -4.68
C 4.02 2.18 -4.61
C 3.02 1.57 -5.60
N 1.93 0.85 -5.00
C 0.77 0.64 -5.92
C 0.96 -0.13 -7.27
O -0.22 0.11 -7.95
C -0.80 -0.87 -8.82
H 5.33 0.80 -2.79
H 6.47 0.16 -3.86
H 4.75 -0.32 -3.99
H 4.11 3.25 -4.78
H 3.69 2.10 -3.57
H 3.63 1.04 -6.32
H 2.85 2.51 -6.14
H 2.04 0.05 -4.38
H 0.53 1.62 -6.33
H -0.14 0.32 -5.39
H 1.01 -1.21 -7.11
H 1.83 0.12 -7.87
H -0.87 -1.83 -8.31
H -0.32 -0.91 -9.79
H -1.81 -0.52 -9.01
```

As for the maximum force: 4.91 eV Å⁻¹. Its energy above the lowest of the compared OMol25 structures with the same formula, charge and spin is 259.4 kJ/mol. For the HOMO-LUMO gap, the calculation gives 8.40 eV. Its HOMO energy is -7.75 eV. Its SMILES is CC1(C)CCCC(C)(C)N1O.CC1(C)CCCC(C)(C)N1O.COCCNCCOC.

***

# 2
A 5-piece molecular cluster, C24H54F3N5O6P overall. Source: the Open Molecules 2025 dataset; level of theory: ωB97M-V with the def2-TZVPD basis set.

Geometry as XYZ:
```
93
Properties=species:S:1:pos:R:3
C -1.02 2.85 2.78
C -0.39 3.65 1.64
N -0.50 3.07 0.27
P -0.22 1.47 0.06
C -1.66 0.36 0.06
C -2.94 0.89 0.68
O -3.36 2.13 0.15
C -4.37 2.73 0.91
C -4.36 4.19 0.56
F -4.11 4.40 -0.70
F -3.44 4.85 1.27
F -5.51 4.74 0.86
O 0.82 0.84 1.03
C 2.11 1.53 1.18
C 2.77 1.99 -0.09
C 3.07 0.79 -1.01
C 4.16 2.68 0.16
C 4.62 2.66 1.63
C 4.09 4.18 -0.26
H -2.10 2.89 2.68
H -0.79 3.38 3.70
H -0.62 1.85 2.91
H -0.92 4.59 1.61
H 0.63 3.92 1.83
H -1.29 3.41 -0.25
H 0.32 1.35 -1.23
H -1.45 -0.59 0.53
H -1.88 0.13 -0.98
H -2.88 0.89 1.77
H -3.71 0.16 0.45
H -4.21 2.67 1.99
H -5.36 2.33 0.70
H 2.01 2.30 1.94
H 2.77 0.80 1.63
H 2.20 2.72 -0.67
H 2.17 0.32 -1.41
H 3.63 1.20 -1.84
H 3.74 0.09 -0.53
H 4.89 2.24 -0.50
H 4.73 1.65 2.01
H 5.57 3.18 1.68
H 3.89 3.19 2.24
H 4.61 4.38 -1.18
H 3.06 4.53 -0.38
H 4.51 4.79 0.53
C 6.05 -0.91 -1.91
O 6.16 0.30 -1.83
N 6.31 -1.64 -3.00
C 6.16 -3.09 -3.01
C 6.75 -0.96 -4.20
H 5.73 -1.53 -1.05
H 7.12 -3.55 -3.25
H 5.43 -3.37 -3.77
H 5.83 -3.45 -2.05
H 7.67 -0.42 -4.01
H 5.99 -0.24 -4.52
H 6.91 -1.68 -5.00
C 5.55 -6.76 -1.64
O 5.66 -5.54 -1.58
N 5.82 -7.49 -2.73
C 5.67 -8.94 -2.74
C 6.26 -6.82 -3.94
H 5.23 -7.36 -0.78
H 6.63 -9.40 -2.98
H 4.94 -9.23 -3.50
H 5.34 -9.29 -1.77
H 7.18 -6.28 -3.75
H 5.50 -6.10 -4.26
H 6.43 -7.55 -4.73
C -5.85 0.48 3.90
O -4.72 0.10 3.62
N -6.14 1.40 4.83
C -7.50 1.80 5.11
C -5.05 2.02 5.56
H -6.74 0.07 3.40
H -7.62 2.87 4.93
H -7.73 1.60 6.16
H -8.20 1.26 4.49
H -4.37 2.52 4.87
H -4.48 1.25 6.10
H -5.44 2.74 6.27
C -8.54 -1.78 -1.73
O -8.98 -2.80 -1.26
N -7.29 -1.30 -1.51
C -6.82 -0.07 -2.09
C -6.40 -2.06 -0.65
H -9.14 -1.13 -2.40
H -5.94 -0.27 -2.72
H -6.54 0.62 -1.29
H -7.59 0.39 -2.71
H -6.25 -3.06 -1.07
H -6.85 -2.17 0.34
H -5.45 -1.55 -0.57
```

As for the maximum force: 1.80 eV Å⁻¹. For the HOMO-LUMO gap, the calculation gives 8.82 eV. Its HOMO energy is -10.82 eV. As for the total charge: +1.

***

# 3
A 4-piece molecular cluster, C24H54N5O5 overall. Source: the Open Molecules 2025 dataset; level of theory: ωB97M-V with the def2-TZVPD basis set.

Geometry as XYZ:
```
88
Properties=species:S:1:pos:R:3
C -0.47 3.05 -7.35
C -0.25 1.82 -6.44
C -0.03 0.55 -7.25
C 0.60 -0.62 -6.51
O 1.75 -0.19 -5.75
C 1.66 -0.41 -4.38
C 2.85 0.33 -3.80
N 3.01 0.08 -2.33
C 3.87 -1.14 -2.00
C 3.09 -2.40 -1.72
C 4.88 -0.78 -0.90
C 4.38 -0.96 0.53
C 1.69 0.14 -1.59
C 0.48 -0.39 -2.37
C -0.75 0.19 -1.64
O -1.94 -0.03 -2.32
C -2.60 -1.23 -1.89
C -3.35 -1.04 -0.56
N 0.45 0.07 -3.74
H -1.21 3.70 -6.92
H 0.45 3.63 -7.37
H -0.73 2.77 -8.36
H -1.13 1.75 -5.79
H 0.59 2.05 -5.79
H 0.67 0.82 -8.04
H -0.94 0.26 -7.75
H -0.11 -1.19 -5.91
H 0.98 -1.30 -7.27
H 1.69 -1.49 -4.16
H 2.62 1.39 -3.89
H 3.77 0.18 -4.34
H 3.55 0.87 -1.98
H 4.46 -1.33 -2.89
H 2.38 -2.64 -2.50
H 2.62 -2.41 -0.75
H 3.81 -3.22 -1.72
H 5.75 -1.42 -1.03
H 5.25 0.24 -1.03
H 5.14 -0.67 1.24
H 3.49 -0.36 0.70
H 4.18 -2.01 0.74
H 1.50 1.19 -1.41
H 1.78 -0.31 -0.62
H 0.38 -1.47 -2.32
H -0.80 -0.19 -0.61
H -0.62 1.28 -1.57
H -1.85 -2.01 -1.76
H -3.29 -1.51 -2.67
H -3.17 -1.91 0.05
H -3.04 -0.14 -0.05
H -4.42 -1.02 -0.77
H 0.41 1.09 -3.76
C -4.88 -1.04 3.09
C -5.23 -2.39 2.51
O -4.37 -3.19 2.19
N -6.54 -2.70 2.34
C -7.70 -1.88 2.66
H -3.81 -0.94 3.16
H -5.27 -0.24 2.44
H -5.31 -0.93 4.09
H -6.70 -3.61 1.95
H -8.33 -2.40 3.38
H -8.29 -1.71 1.75
H -7.40 -0.92 3.07
C -1.08 1.34 6.11
C -2.40 1.07 5.44
O -2.51 0.26 4.53
N -3.48 1.76 5.88
C -3.54 2.75 6.94
H -0.31 0.72 5.65
H -0.79 2.39 5.99
H -1.13 1.10 7.17
H -4.33 1.53 5.38
H -4.24 2.42 7.71
H -3.90 3.70 6.53
H -2.57 2.91 7.38
C 3.05 -0.27 4.81
C 3.58 1.01 5.43
O 3.04 1.54 6.37
N 4.71 1.55 4.88
C 5.47 1.05 3.75
H 2.16 -0.57 5.35
H 2.78 -0.11 3.76
H 3.79 -1.07 4.88
H 5.01 2.39 5.33
H 6.50 0.85 4.06
H 5.49 1.81 2.96
H 5.04 0.14 3.36
```

As for the maximum force: 1.25 eV Å⁻¹. For the HOMO-LUMO gap, the calculation gives 8.03 eV. Its HOMO energy is -10.75 eV. As for the total charge: +1.

***

# 4
A 2-piece molecular cluster, C24H56B2NO4 overall. Source: the Open Molecules 2025 dataset; level of theory: ωB97M-V with the def2-TZVPD basis set.

Geometry as XYZ:
```
87
Properties=species:S:1:pos:R:3
C 3.97 3.00 3.65
C 3.92 3.78 2.29
C 4.69 3.03 1.13
C 3.79 3.14 -0.17
C 4.25 2.21 -1.33
C 3.61 2.69 -2.71
C 2.43 1.76 -3.17
C 1.17 1.83 -2.23
C 0.01 2.71 -2.83
C -1.23 2.77 -1.84
C -1.74 1.27 -1.57
C -1.35 0.83 -0.11
B -2.31 -0.26 0.65
C -2.84 -1.54 -0.24
C -1.93 -2.09 -1.39
C -0.45 -2.39 -1.04
N -0.23 -3.71 -0.38
C -3.68 0.42 1.36
C -4.27 1.67 0.62
C -5.54 2.15 1.42
O -6.48 2.86 0.59
C -5.94 4.16 0.30
B -1.42 -0.80 1.99
O -1.10 -2.21 2.20
O -0.96 0.20 2.90
C -0.59 -0.30 4.18
C 0.97 -0.39 4.27
H 4.98 2.58 3.83
H 3.64 3.66 4.48
H 3.23 2.17 3.62
H 4.32 4.82 2.39
H 2.83 3.91 2.05
H 5.64 3.59 1.00
H 4.88 1.97 1.39
H 3.81 4.19 -0.56
H 2.75 2.94 0.17
H 5.36 2.30 -1.45
H 4.03 1.13 -1.15
H 4.39 2.64 -3.49
H 3.19 3.72 -2.59
H 2.10 1.93 -4.22
H 2.82 0.71 -3.13
H 1.37 2.24 -1.22
H 0.83 0.78 -2.07
H 0.41 3.75 -2.84
H -0.29 2.37 -3.84
H -0.85 3.25 -0.92
H -2.05 3.40 -2.24
H -1.25 0.67 -2.37
H -2.83 1.28 -1.77
H -0.26 0.55 -0.14
H -1.37 1.77 0.52
H -3.11 -2.41 0.42
H -3.82 -1.24 -0.71
H -2.38 -3.06 -1.73
H -1.93 -1.46 -2.31
H 0.11 -2.44 -2.02
H 0.07 -1.61 -0.44
H -1.06 -3.94 0.16
H 0.56 -3.59 0.24
H -4.45 -0.41 1.38
H -3.51 0.70 2.43
H -3.52 2.48 0.46
H -4.65 1.32 -0.37
H -6.06 1.22 1.75
H -5.28 2.69 2.36
H -5.09 4.36 0.99
H -6.73 4.93 0.46
H -5.54 4.17 -0.74
H -1.84 -2.65 2.61
H -0.89 0.49 4.92
H -1.11 -1.23 4.49
H 1.36 0.65 4.12
H 1.43 -1.00 3.47
H 1.32 -0.68 5.29
C 1.50 -7.78 -0.59
C 1.13 -7.55 -2.05
C 2.18 -6.72 -2.77
O -0.13 -6.88 -2.12
H 1.58 -6.83 -0.06
H 0.73 -8.36 -0.09
H 2.46 -8.31 -0.51
H 1.01 -8.51 -2.55
H 2.29 -5.74 -2.30
H 1.90 -6.56 -3.81
H 3.16 -7.22 -2.75
H -0.03 -6.02 -1.67
```

As for the maximum force: 2.46 eV Å⁻¹. For the HOMO-LUMO gap, the calculation gives 6.72 eV. Its HOMO energy is -3.97 eV. As for the total charge: -1.

***

# 5
C24H56BaN8O8 as an isolated structure. Source: the Open Molecules 2025 dataset; level of theory: ωB97M-V with the def2-TZVPD basis set.

Geometry as XYZ:
```
97
Properties=species:S:1:pos:R:3
Ba 0.31 0.00 -0.09
C -2.91 -3.69 -0.02
C -1.59 -3.37 -0.78
O -0.87 -2.45 -0.42
N -1.22 -4.17 -1.82
C -0.06 -3.83 -2.65
H -2.66 -3.93 1.00
H -3.43 -4.50 -0.50
H -3.55 -2.79 0.05
H -1.86 -4.89 -2.08
H -0.36 -3.18 -3.48
H 0.44 -4.72 -3.02
H 0.61 -3.30 -1.97
C 3.51 -3.09 1.97
C 3.17 -2.66 0.55
O 2.12 -2.04 0.29
N 3.99 -3.05 -0.44
C 3.68 -2.75 -1.82
H 2.91 -3.95 2.24
H 3.32 -2.24 2.64
H 4.54 -3.38 2.11
H 4.81 -3.60 -0.24
H 3.13 -1.82 -1.78
H 3.16 -3.54 -2.36
H 4.64 -2.54 -2.28
C 1.98 -1.05 -4.84
C 0.97 -0.54 -3.84
O 1.28 -0.59 -2.62
N -0.23 -0.19 -4.27
C -0.60 -0.13 -5.67
H 1.91 -0.56 -5.79
H 1.68 -2.09 -5.03
H 2.98 -0.92 -4.47
H -0.84 0.16 -3.53
H -0.27 0.85 -6.01
H -1.67 -0.10 -5.63
H -0.12 -0.91 -6.23
C -2.76 3.62 1.17
C -1.41 3.14 1.63
O -0.74 2.38 0.94
N -0.97 3.60 2.83
C 0.34 3.25 3.33
H -2.67 4.16 0.22
H -3.25 4.20 1.94
H -3.37 2.77 0.89
H -1.50 4.34 3.27
H 0.59 2.25 2.99
H 0.23 3.29 4.41
H 1.15 3.97 3.17
C -4.84 -0.48 0.23
C -3.63 -0.16 1.10
O -2.50 -0.06 0.59
N -3.74 0.05 2.41
C -2.56 0.42 3.17
H -5.34 -1.38 0.59
H -4.47 -0.49 -0.79
H -5.69 0.21 0.36
H -4.62 -0.05 2.88
H -1.73 0.60 2.52
H -2.29 -0.43 3.82
H -2.76 1.34 3.71
C 0.09 3.25 -3.14
C -1.15 2.59 -2.52
O -1.15 1.48 -1.97
N -2.29 3.30 -2.63
C -3.60 2.74 -2.16
H 0.96 2.95 -2.55
H -0.01 4.32 -3.22
H 0.27 2.83 -4.14
H -2.37 4.06 -3.30
H -3.44 2.04 -1.34
H -4.11 2.26 -2.99
H -4.11 3.64 -1.82
C 2.76 4.06 0.16
C 3.04 2.55 0.49
O 2.45 1.64 -0.05
N 3.86 2.26 1.51
C 4.05 0.86 1.87
H 3.51 4.70 0.61
H 1.83 4.28 0.72
H 2.60 4.14 -0.91
H 4.34 2.99 1.99
H 4.55 0.49 0.96
H 3.13 0.28 1.98
H 4.81 0.79 2.63
C 1.74 -0.61 4.80
C 0.79 -1.01 3.66
O 0.72 -0.33 2.63
N 0.01 -2.10 3.86
C -0.81 -2.71 2.81
H 1.75 -1.29 5.65
H 1.50 0.41 5.13
H 2.76 -0.60 4.39
H 0.31 -2.72 4.58
H -0.25 -3.37 2.15
H -1.33 -1.90 2.28
H -1.57 -3.25 3.39
```

As for the maximum force: 2.60 eV Å⁻¹. For the HOMO-LUMO gap, the calculation gives 10.51 eV. Its HOMO energy is -14.12 eV. As for the total charge: +2.